[1]
{"formula": "C8H18NS", "method": "ωB97M-V with the def2-TZVPD basis set", "e_lumo_ev": [-5.17, -5.17], "max_force_ev_per_a": 4.38, "charge": 1, "homo_ev": [-11.764, -11.762], "e_tot_ev": -20903.3489, "relative_energy_kj_mol": 224.40, "species": ["C", "C", "C", "C", "C", "C", "C", "C", "N", "S", "H", "H", "H", "H", "H", "H", "H", "H", "H", "H", "H", "H", "H", "H", "H", "H", "H", "H"], "coordinates": [[-2.49514, -0.61475, 0.04532], [-1.98079, 0.66797, -0.09398], [-3.56073, -1.25862, -0.77184], [3.50395, -0.91701, 0.93656], [0.99922, 0.09508, -1.64942], [-0.38304, 2.43444, 0.40687], [2.25687, -0.03405, 0.65187], [1.16355, -0.46730, -0.30472], [-0.86221, 1.09692, 0.62445], [0.17159, -1.86961, -0.04685], [-2.30712, -1.21871, 0.85443], [-2.34053, 1.34872, -0.86177], [-4.51472, -1.27055, -0.28773], [-3.25425, -2.32871, -0.91501], [-3.90563, -0.96784, -1.79999], [3.72567, -1.12544, 2.10505], [4.50066, -0.52195, 0.60217], [3.44680, -2.00463, 0.59727], [1.99649, -0.00369, -2.28553], [0.71925, 1.08686, -1.72790], [0.20223, -0.39671, -2.14096], [-0.26060, 2.55323, -0.67319], [-1.13012, 3.17656, 0.74975], [0.66233, 2.60770, 0.80008], [1.83183, 0.05490, 1.76642], [2.56739, 1.03029, 0.44440], [-0.87314, 0.83024, 1.68042], [0.12020, -1.98332, 1.29384]], "forces_ev_per_a": [[-0.47, 3.71, -2.29], [-0.27, -2.43, 0.37], [-0.36, -1.28, -1.82], [1.85, -2.38, 1.80], [2.86, -2.10, -1.43], [0.53, 0.92, -0.34], [-0.66, 1.39, 3.05], [-0.36, -0.88, 1.65], [0.20, -1.23, 2.68], [0.73, 1.11, -0.72], [0.95, -0.93, 2.07], [0.16, -0.23, -0.09], [-0.51, -0.21, 0.95], [-0.39, 0.72, 0.24], [1.23, 0.60, 0.76], [-0.96, 0.96, -2.51], [-1.26, -0.12, -0.17], [-0.23, 1.54, -0.09], [-1.91, 0.09, 1.32], [-0.16, 2.39, 0.54], [-0.64, -0.85, -0.82], [-0.22, 0.22, 0.00], [0.74, -0.04, -0.01], [-1.39, -0.23, 0.10], [0.17, -0.14, -2.50], [-0.29, -1.18, -0.20], [0.01, 0.47, -2.59], [0.64, 0.12, 0.05]]}


[2]
{"formula": "C8H18NaO8", "method": "ωB97M-V with the def2-TZVPD basis set", "e_lumo_ev": 2.22, "max_force_ev_per_a": 4.27, "charge": -1, "homo_ev": -2.623, "e_tot_ev": -29382.5386, "relative_energy_kj_mol": 122.89, "species": ["Na", "C", "O", "H", "H", "H", "C", "O", "H", "H", "H", "C", "O", "C", "O", "O", "C", "H", "H", "H", "H", "H", "H", "C", "O", "C", "O", "O", "C", "H", "H", "H", "H", "H", "H"], "coordinates": [[10.46451, 1.83282, 1.62964], [9.71762, 4.79535, 3.41634], [9.83779, 3.37154, 3.55213], [9.66007, 5.43801, 4.29485], [10.67191, 5.19314, 3.07110], [8.90142, 5.15549, 2.79007], [10.10609, -1.29123, 2.27019], [9.66912, -0.18870, 3.01339], [10.68862, -0.89322, 1.43932], [10.78094, -2.00362, 2.74471], [9.28095, -1.79520, 1.76692], [14.18655, -1.03627, -0.12827], [14.78358, 0.06901, 0.46739], [13.95986, 1.06243, 0.90167], [12.71277, 1.16498, 0.69693], [14.69830, 1.95576, 1.51831], [14.04608, 2.92940, 2.30566], [13.60648, -1.64333, 0.56678], [14.96912, -1.67437, -0.53877], [13.53860, -0.71607, -0.94419], [13.53301, 3.62823, 1.64499], [14.79357, 3.48587, 2.87107], [13.32442, 2.41945, 2.94383], [10.48191, 1.44751, -2.58150], [9.55318, 2.51218, -2.50268], [9.56807, 3.22138, -1.34592], [10.30239, 3.13643, -0.41605], [8.53418, 4.09723, -1.37908], [8.09439, 4.84090, -0.23587], [10.31467, 0.90584, -1.65052], [11.51987, 1.76212, -2.68988], [10.31048, 0.70690, -3.36267], [7.01625, 5.00125, -0.23666], [8.71631, 5.73096, -0.33131], [8.47517, 4.36197, 0.66620]], "forces_ev_per_a": [[-0.46, -0.19, 1.51], [1.28, -2.33, 0.20], [-0.36, 2.16, -0.67], [-0.63, -0.31, 1.25], [0.45, 0.44, -1.08], [-0.37, 0.07, -0.58], [-0.68, 2.56, 0.22], [0.61, -0.75, -0.60], [0.81, -0.19, -1.03], [0.08, -0.57, 0.59], [-0.42, -0.85, -0.04], [-0.84, -1.03, -0.92], [-0.28, 1.68, 1.09], [-3.19, 0.04, -1.06], [4.15, -0.76, 0.66], [1.06, -0.80, -0.19], [-0.97, 0.56, -0.02], [-0.10, 0.25, 0.17], [0.16, 0.26, 0.09], [-0.12, -0.09, 0.01], [-0.20, 0.01, 0.13], [0.04, -0.39, -0.04], [-0.02, 0.36, 0.19], [0.44, -1.01, 1.31], [-0.22, 1.04, -0.15], [-2.33, 1.17, -0.46], [1.17, -0.82, 0.53], [-0.37, -1.54, -1.77], [2.32, -0.02, 0.39], [0.78, -0.30, 0.06], [-0.09, 0.31, 0.29], [-0.78, 0.70, -0.38], [0.31, -0.16, -0.30], [-0.75, 0.64, 0.41], [-0.47, -0.16, 0.20]]}


[3]
{"formula": "C8H18P2", "method": "ωB97M-V with the def2-TZVPD basis set", "e_lumo_ev": [-0.29, -0.39], "max_force_ev_per_a": 4.46, "charge": 0, "homo_ev": [-7.545, -7.091], "e_tot_ev": -27160.1669, "relative_energy_kj_mol": 134.73, "species": ["C", "C", "C", "C", "C", "C", "C", "C", "P", "P", "H", "H", "H", "H", "H", "H", "H", "H", "H", "H", "H", "H", "H", "H", "H", "H", "H", "H"], "coordinates": [[-1.82828, -1.67953, -0.26304], [-1.77670, -0.63869, 0.50446], [-3.09512, -2.50928, -0.51475], [-0.62588, -2.32103, -1.03958], [3.49595, 0.50676, 0.64360], [1.99076, 1.77736, -1.67495], [-1.19293, 2.06994, 0.44653], [-0.44345, 0.38501, 2.60198], [2.24300, 1.85932, 0.25403], [-0.31668, 0.43197, 0.83228], [-3.13042, -2.47369, -1.54111], [-2.92690, -3.46385, 0.05434], [-3.87099, -2.10061, 0.07880], [-0.90834, -3.27874, -1.64368], [0.18021, -2.74366, -0.38138], [-0.07721, -1.51221, -1.69228], [3.49666, -0.31309, -0.01784], [3.19581, 0.18396, 1.58530], [4.47833, 1.10482, 0.70920], [2.93227, 1.32395, -2.07818], [1.85018, 2.75295, -2.04881], [0.96509, 1.23683, -1.83091], [-0.80172, 2.51208, -0.49692], [-0.94332, 2.68062, 1.23710], [-2.30623, 1.92723, 0.42457], [-0.08237, -0.53972, 2.99610], [-1.38525, 0.49484, 3.04142], [0.02233, 1.06944, 3.26642]], "forces_ev_per_a": [[0.38, -2.41, -1.20], [1.74, 0.95, 0.22], [2.14, 0.03, 3.91], [1.19, -0.03, -0.86], [0.75, 3.23, -0.98], [-0.63, -2.05, 1.84], [-0.42, -1.76, -1.84], [0.79, -0.19, 1.57], [-0.62, -0.39, -0.88], [-1.79, 0.98, -1.10], [-1.13, -0.83, -2.29], [0.00, 0.20, -1.48], [-1.29, 0.82, -0.24], [0.11, 2.07, 0.68], [-0.78, 0.70, -0.12], [-1.17, -1.70, 0.97], [0.29, -0.83, -0.96], [-0.16, -0.64, 1.87], [-1.19, -1.40, -0.12], [-1.28, 0.06, -0.09], [0.05, 1.24, -0.38], [2.22, 0.44, -0.11], [-0.42, -0.32, 0.59], [0.53, 1.69, 1.68], [1.14, 0.08, -0.13], [0.28, -1.05, -0.09], [-2.23, -0.18, -0.22], [1.50, 1.31, -0.26]]}


Which formula does entry 1 have?
C8H18NS